No. 1
Here is an isolated ion of composition C4H13N2O and charge +2 at a distorted geometry from OMol25. Energies are from the ωB97M-V functional and the def2-TZVPD basis.

```
20
C4H13N2O (the ωB97M-V functional and the def2-TZVPD basis)
H 0.629 2.115 -0.473
H -1.273 0.660 -0.244
H 1.622 0.981 0.047
H -0.863 -0.975 -2.288
H 1.486 -2.001 -0.794
H 0.549 -1.491 -2.985
O -0.384 2.544 1.753
H -0.894 -1.557 0.822
H 0.534 -0.193 -2.002
H -1.155 3.049 2.067
H -1.513 0.874 2.179
C -0.047 -0.996 0.464
C -0.353 0.509 0.311
H 0.725 -1.054 1.224
N 0.135 -1.102 -2.137
C -0.554 1.204 1.778
C 0.427 -1.771 -0.805
H -0.087 -2.719 -0.864
H 0.300 0.821 2.351
N 0.716 1.101 -0.405
```

Results
Total charge: +2
E_HOMO (spin up / spin down) in Eh: -0.736 / -0.728
Frontier orbital gap (spin up / spin down) in eV: 13.00 / 6.92
2S+1: 2
Energy relative to the best compared isomer or geometry (same formula, charge and spin) in kJ/mol: 208.89

No. 2
Here is a 6-piece molecular cluster, C34H81Cl3F3N5P overall from OMol25. Energies are from the ωB97M-V functional and the def2-TZVPD basis.

```
127
C34H81Cl3F3N5P (the ωB97M-V functional and the def2-TZVPD basis)
H 4.886 -2.529 7.550
H 2.626 6.283 -4.265
H 5.480 -3.080 -1.537
H 2.053 -1.085 3.545
C 4.722 -1.181 5.159
H 0.023 -5.086 -1.366
H -1.649 4.792 -0.703
H 1.972 -2.685 -1.350
H -3.887 -2.290 3.120
C -1.134 -1.173 2.049
H 2.488 -0.632 7.611
F -5.849 -8.386 -3.375
C -3.242 -6.034 -1.387
H -5.517 5.806 3.407
C 5.229 -2.070 -1.870
H 3.561 3.991 -6.636
H -5.367 2.909 2.039
C -5.049 -7.875 -2.398
H -0.398 2.886 -3.630
H 2.560 -2.144 6.720
H 2.166 0.860 5.899
H 3.012 6.096 -6.682
C -2.178 -1.685 -0.115
F -3.835 -8.461 -2.628
H -2.442 -2.553 -0.724
C 2.515 3.681 -4.734
H 3.764 -2.259 8.875
H -2.550 -4.019 0.993
H 3.376 0.076 -1.774
H 2.101 -2.204 0.970
C 2.989 -2.567 -0.965
C 2.955 3.237 -6.136
C -5.484 6.328 2.451
H -0.951 0.097 -0.397
H 5.065 -0.482 4.392
H 5.755 -1.296 0.114
H -4.449 -3.781 2.380
C -0.327 2.881 -4.719
C 2.910 -1.797 0.358
H -3.106 -1.107 0.017
H -0.252 -1.389 -1.063
C 3.165 -1.286 7.054
H 3.565 2.334 -6.060
H -6.610 4.781 1.463
C 1.640 -0.624 4.441
H 0.937 6.632 -4.504
N 3.791 -1.999 -2.035
H -2.734 4.238 2.907
H 3.738 -2.376 3.607
C 4.235 -1.786 8.013
H -0.739 -1.675 2.936
H -0.471 -6.726 -0.916
N 3.703 -0.516 5.950
H 4.946 -0.022 -3.720
H 5.262 -3.031 4.176
C 3.891 -0.278 -3.826
H 3.337 -3.584 -0.767
H -6.271 7.085 2.471
H 3.376 0.617 -4.180
H -3.270 2.671 3.493
H 2.058 7.541 -6.395
C -2.470 -3.221 1.733
H -0.258 -0.710 1.583
H -5.648 -5.823 -1.192
Cl -1.834 -4.714 -3.240
H -3.776 5.895 -0.326
H 1.277 6.094 -7.020
H -1.925 -3.662 2.574
H -2.785 -0.375 3.254
C -3.616 3.620 3.080
C -3.888 -2.864 2.192
H 2.105 3.001 -6.777
C 4.354 -2.515 4.495
H 3.824 -3.183 5.174
H 4.852 -0.961 8.370
N -4.641 4.476 0.894
P -4.864 -5.892 -2.392
H -2.019 3.510 0.440
H -4.531 6.851 2.377
H 2.198 -0.863 -2.676
H 5.688 -1.979 -2.859
C -2.080 -0.047 2.492
H -0.946 -5.379 0.086
C -0.772 -5.683 -0.939
H -4.434 -2.300 1.436
H -1.606 -0.595 -1.875
H 5.532 -0.038 -1.106
H -2.930 5.712 1.203
C 5.900 -1.051 -0.938
H 5.594 -1.345 5.798
H 0.825 0.026 4.116
H 3.797 -1.047 -4.594
H -4.707 -4.460 -2.435
C -4.402 3.356 1.788
H 3.378 4.088 -4.200
Cl -6.764 -5.592 -3.566
C -3.454 5.153 0.410
C 2.044 6.450 -6.331
H -2.947 3.647 -1.060
C -2.036 -5.564 -1.738
H 2.234 2.789 -4.169
H -1.496 0.771 2.923
H 1.203 -1.406 5.063
H -4.226 4.100 3.844
H 3.828 -1.896 0.939
C -2.464 4.214 -0.264
C -1.184 -0.844 -0.900
H -5.954 5.981 0.388
H -2.647 0.365 1.655
H 0.320 2.055 -5.018
H 2.702 -0.737 0.210
C -5.714 5.377 1.268
H -4.181 -6.062 -3.637
N 1.425 4.635 -4.631
H -1.319 2.676 -5.123
H -0.575 4.981 -4.994
F -5.508 -8.412 -1.238
C 2.688 0.201 5.198
C 1.763 6.022 -4.885
H -3.876 2.583 1.223
N -1.648 -2.178 1.143
C 0.173 4.221 -5.237
C 3.271 -0.734 -2.515
H 6.977 -1.039 -1.120
Cl -3.336 -6.794 0.188
H 3.190 0.870 4.494
H 0.226 4.180 -6.337
```

Results
Total charge: -1
E_HOMO in Eh: -0.185
Frontier orbital gap in eV: 6.95

No. 3
Here is a 2-piece molecular cluster, C3H10NO overall at a distorted geometry from OMol25. Energies are from the ωB97M-V functional and the def2-TZVPD basis.

```
15
C3H10NO (the ωB97M-V functional and the def2-TZVPD basis)
H -1.067 -1.986 0.017
C 0.021 -2.078 -0.103
H 0.316 -2.509 -1.062
O -0.700 1.185 -0.383
H 0.419 -2.822 0.610
H 1.648 -0.981 2.093
H 0.880 0.595 1.654
H -0.594 2.314 -2.288
C -0.847 2.273 -1.202
N 0.786 -0.887 0.179
C 0.820 -0.485 1.565
H 0.380 -0.079 -0.367
H -0.292 3.116 -0.729
H -0.105 -0.835 2.059
H -1.929 2.560 -1.222
```

Results
Total charge: -1
E_HOMO in Eh: -0.094
Frontier orbital gap in eV: 7.01
Energy relative to the best compared isomer or geometry (same formula, charge and spin) in kJ/mol: 119.71